Entry 1:
{"formula": "C4H13N3O", "method": "wB97M-V/def2-TZVPD", "elements": ["H", "N", "C", "O", "H", "H", "C", "N", "C", "N", "H", "H", "H", "H", "H", "H", "C", "H", "H", "H", "H"], "coordinates": [[-2.1612, 1.9181, -0.6016], [-1.9182, 0.9450, -0.4585], [-1.7021, 0.6120, 0.7545], [-1.6270, -0.6896, 1.0750], [-1.8799, 1.2333, 1.6384], [-1.6564, -1.1939, 0.2462], [1.6641, -1.1390, 0.0942], [1.3192, 0.2575, -0.0114], [0.8454, 0.8644, 1.0110], [0.8632, 0.4030, 2.3171], [2.5304, -1.2705, 0.7554], [0.8499, -1.7590, 0.4923], [1.9170, -1.5005, -0.9027], [0.7421, 1.9422, 0.9215], [0.3801, 0.9592, 3.0036], [0.7213, -0.5866, 2.4396], [-0.1487, -0.2049, -2.5570], [-0.8453, 0.2655, -1.7445], [0.8568, 0.1907, -2.5450], [-0.1217, -1.2800, -2.4262], [-0.6289, 0.0329, -3.5020]], "forces_ev_per_angstrom": [[0.3, 0.1, 0.3], [-0.4, 0.0, 1.6], [-2.5, 0.3, -1.4], [0.5, -0.2, 0.2], [0.6, 0.0, -0.1], [0.0, 0.1, 0.0], [0.1, 0.1, 0.1], [-0.9, 0.6, 0.6], [2.6, -0.2, -0.3], [-0.4, -0.1, 0.0], [0.0, -0.1, 0.0], [0.0, 0.0, 0.0], [0.0, -0.1, 0.1], [-0.5, 0.0, 0.0], [0.0, 0.0, 0.0], [0.0, -0.1, 0.0], [-1.6, 0.9, 0.9], [1.9, -1.0, -1.7], [0.1, 0.2, 0.2], [0.0, -0.3, 0.0], [0.0, -0.2, -0.3]], "smiles": "[H]/N=C/O.C/N=C\\N.C", "multiplicity": 1, "lumo_energy_ev": 0.7, "e_homo_ev": -9.0173, "homo_lumo_gap_ha": 0.3575}

Entry 2:
{"formula": "C4H13N3O", "method": "wB97M-V/def2-TZVPD", "elements": ["C", "N", "N", "C", "N", "O", "H", "H", "H", "H", "H", "H", "H", "C", "C", "H", "H", "H", "H", "H", "H"], "coordinates": [[1.9911, 1.2680, 0.6757], [1.2866, 0.0078, 0.6320], [2.0332, -1.1699, 0.4589], [0.0210, -0.0861, 1.1747], [-0.4621, -1.3531, 1.2121], [-0.6029, 0.8924, 1.5292], [2.4731, 1.4590, -0.2905], [1.2546, 2.0421, 0.8783], [2.7541, 1.2776, 1.4680], [2.4656, -1.1632, -0.4647], [2.7754, -1.2307, 1.1576], [0.1303, -2.1123, 0.9318], [-1.3694, -1.5165, 1.6063], [-1.2179, 0.0261, -1.7623], [-2.4670, 0.3907, -0.9776], [-1.1264, -1.0538, -1.8658], [-1.2565, 0.4625, -2.7604], [-0.3320, 0.4027, -1.2633], [-2.4542, -0.0614, 0.0042], [-3.3652, 0.0535, -1.5012], [-2.5313, 1.4645, -0.8429]], "forces_ev_per_angstrom": [[0.0, 0.1, 0.0], [0.6, 0.0, 0.0], [0.1, 0.1, -0.2], [0.1, -0.5, -0.1], [-0.1, -0.3, 0.1], [-0.2, 0.4, 0.2], [0.0, 0.0, 0.2], [0.1, 0.0, 0.0], [-0.1, 0.0, -0.1], [-0.1, 0.0, 0.2], [-0.1, 0.1, -0.1], [0.0, 0.0, 0.0], [0.1, 0.1, 0.0], [-0.2, 0.1, -0.1], [-0.2, -0.1, -0.3], [0.1, -0.1, 0.0], [0.1, 0.0, -0.1], [0.2, 0.0, 0.0], [-0.1, 0.0, 0.2], [0.0, 0.0, 0.0], [-0.1, 0.2, 0.1]], "smiles": "CN(N)C(N)=O.CC", "multiplicity": 1, "lumo_energy_ev": 0.8, "e_homo_ev": -9.3612, "homo_lumo_gap_ha": 0.3732}

Entry 3:
{"formula": "C4H13N3O", "method": "wB97M-V/def2-TZVPD", "elements": ["C", "C", "O", "H", "H", "H", "H", "H", "H", "C", "N", "N", "C", "N", "H", "H", "H", "H", "H", "H", "H"], "coordinates": [[0.1208, 0.1499, -1.5157], [1.3501, -0.2568, -2.3006], [-0.0881, 1.5642, -1.5199], [0.6015, 1.9410, -0.9462], [-0.7821, -0.2637, -1.9925], [-0.4920, -0.7226, -0.1941], [2.2564, 0.1406, -1.8310], [1.3284, 0.1126, -3.3335], [1.4448, -1.3475, -2.3315], [-1.6141, 0.3734, 1.2377], [-0.5359, -0.5900, 0.9330], [-0.4086, -1.7075, 1.8329], [0.8387, 0.0671, 0.6495], [1.2014, 1.2253, 1.0476], [-1.2663, -2.2483, 1.7839], [-0.3058, -1.3489, 2.7808], [0.4339, 1.8351, 1.3176], [1.5478, -0.7299, 0.4711], [-1.6338, 1.1205, 0.4440], [-2.5613, -0.1635, 1.2634], [-1.4359, 0.8489, 2.2036]], "forces_ev_per_angstrom": [[0.0, -0.1, 0.4], [-0.1, 0.1, 0.0], [0.1, -0.1, 0.0], [-0.1, 0.0, 0.0], [0.0, 0.0, 0.0], [0.0, 0.1, -0.1], [0.0, 0.0, 0.0], [0.0, 0.0, 0.1], [0.0, 0.0, 0.0], [0.2, -0.1, 0.0], [0.2, 0.1, 0.2], [0.0, 0.3, -0.2], [-0.3, 0.1, 0.0], [-0.1, -0.2, -0.1], [0.0, 0.1, 0.0], [0.0, 0.0, -0.1], [-0.1, -0.1, 0.0], [0.0, 0.0, -0.1], [0.0, 0.0, 0.0], [0.0, 0.0, 0.0], [0.0, 0.0, 0.0]], "multiplicity": 1, "lumo_energy_ev": 0.5, "e_homo_ev": -6.8102, "homo_lumo_gap_ha": 0.2683}

Entry 4:
{"formula": "C4H13N3O", "method": "wB97M-V/def2-TZVPD", "elements": ["C", "C", "C", "C", "N", "N", "N", "O", "H", "H", "H", "H", "H", "H", "H", "H", "H", "H", "H", "H", "H"], "coordinates": [[2.7708, -0.1913, 0.1112], [-3.3386, 1.1895, -0.6284], [-1.9947, 1.1774, 0.0626], [-0.2150, -0.4995, 0.2789], [2.3087, -0.2666, 1.3300], [2.4496, 0.7333, -0.6618], [-0.1833, -1.8555, -0.2905], [-1.4941, 0.0555, -0.0467], [-3.2743, 1.8507, -1.4882], [-3.4478, 0.0956, -1.0295], [-4.1898, 1.5178, -0.0461], [-1.6313, 2.0295, 0.7095], [3.4613, -0.8737, -0.1656], [-0.0314, -0.3568, 1.3306], [2.7824, -0.8354, 1.9668], [1.7981, 0.4897, 1.8704], [3.1515, 0.8798, -1.3971], [1.7073, 1.3803, -0.4708], [-1.0863, -1.8846, -0.8054], [0.6978, -1.8990, -0.9200], [-0.2409, -2.7366, 0.2902]], "forces_ev_per_angstrom": [[-0.9, 0.6, 3.9], [0.8, -1.6, -0.7], [-4.0, 9.5, 1.1], [-3.9, 2.0, 0.7], [-1.3, 1.3, 1.6], [0.5, 1.9, -3.5], [0.7, -0.3, -1.0], [6.6, -11.0, -0.9], [-0.1, 0.1, -0.3], [-0.4, 2.1, 0.7], [-0.1, -0.1, 0.3], [-0.1, -1.4, -0.6], [2.4, -2.2, -0.9], [0.4, -0.4, 0.2], [0.8, -1.5, 1.0], [0.9, -0.9, -1.5], [-1.1, 0.4, -0.3], [0.0, 0.7, 0.0], [0.6, -0.1, -0.7], [-2.1, -0.5, 0.8], [0.4, 1.2, 0.1]], "multiplicity": 3, "lumo_energy_ev": [-7.9, -9.8], "total_charge": 2, "s2": 2.0061, "e_homo_ev": [-13.3450, -18.5246], "homo_lumo_gap_ha": [0.2004, 0.3198]}

Entry 5:
{"formula": "C4H13N4", "method": "wB97M-V/def2-TZVPD", "elements": ["C", "C", "C", "C", "N", "N", "N", "N", "H", "H", "H", "H", "H", "H", "H", "H", "H", "H", "H", "H", "H"], "coordinates": [[2.7553, -0.3282, 0.4484], [-1.3120, 0.6448, -1.8263], [1.2720, -0.7441, 0.6319], [0.5061, -0.0486, -0.4346], [-1.6939, 0.2968, 1.6962], [-0.8951, 1.2404, 1.3401], [-0.7178, -0.1286, -0.7136], [-1.5725, -0.9308, -0.0683], [2.8942, -0.0274, -0.5349], [3.3416, -1.1201, 0.8763], [2.8739, 0.5375, 1.0978], [-1.9116, 1.4458, -1.5443], [-0.3687, 1.0046, -2.4281], [-1.8238, -0.0106, -2.5243], [1.3070, -1.9025, 0.5727], [0.8481, -0.4207, 1.6991], [1.0359, 0.5795, -1.1707], [-2.7096, 0.3453, 1.5309], [-1.3573, -0.5158, 2.4821], [-1.3726, 1.9414, 0.8058], [-2.4297, -1.0292, -0.4754]], "forces_ev_per_angstrom": [[-1.7, 0.3, 3.1], [4.2, -0.8, -2.5], [0.0, -1.1, 1.4], [2.4, 0.8, 0.6], [1.4, -0.7, 1.1], [0.0, -1.7, 2.4], [-5.5, -1.7, -1.4], [4.1, -0.6, 2.4], [1.0, 0.0, -1.8], [0.8, -0.2, -0.5], [0.5, 0.2, -0.2], [-1.0, 1.3, 0.9], [-2.1, -0.2, 1.0], [-0.2, -0.2, 0.3], [-1.0, 1.9, -0.1], [1.0, -0.9, -2.3], [0.0, -0.2, 0.8], [0.6, -0.1, 0.2], [-1.0, 3.0, -3.1], [-0.7, 0.4, -0.4], [-2.7, 0.3, -1.9]], "multiplicity": 1, "lumo_energy_ev": [-4.6, -4.6], "total_charge": 1, "e_homo_ev": [-12.9743, -12.9774], "homo_lumo_gap_ha": [0.3061, 0.3064]}

Entry 6:
{"formula": "C4H13N4", "method": "wB97M-V/def2-TZVPD", "elements": ["C", "C", "C", "C", "N", "N", "N", "N", "H", "H", "H", "H", "H", "H", "H", "H", "H", "H", "H", "H", "H"], "coordinates": [[2.5832, 2.0799, -0.7214], [0.2980, -0.5013, 1.2659], [-0.3831, -0.7431, -0.9469], [-1.9500, -1.2594, -0.5387], [2.1265, 2.3443, 0.4446], [0.0036, 1.3706, 0.0151], [-0.0080, 0.1350, 0.0355], [-1.9283, -1.7614, 0.7754], [1.7668, 2.0145, -1.4771], [-0.4048, -1.3691, 1.3216], [1.4266, -0.9004, 1.3197], [0.0724, 0.1050, 2.1431], [0.3093, -1.6573, -1.0365], [-0.5014, -0.3680, -1.9690], [-2.2587, -1.9707, -1.3450], [-2.4953, -0.3117, -0.7420], [-0.1721, 1.6824, -0.9493], [3.6359, 2.2708, -1.0930], [-2.4745, -1.2158, 1.4263], [2.6397, 2.7456, 1.2114], [-2.2859, -2.6898, 0.8605]], "forces_ev_per_angstrom": [[0.2, 2.3, 0.9], [2.3, -2.1, 2.2], [-1.5, -4.1, -3.0], [1.8, 1.1, -2.2], [-0.1, -0.3, -1.7], [-1.4, 0.0, -0.1], [1.3, 1.9, 1.4], [-2.1, -0.5, 0.3], [1.1, -0.8, 0.1], [1.2, 0.4, 0.1], [-2.4, 1.1, -0.5], [0.3, 0.5, -0.4], [-0.9, 1.4, 0.6], [0.3, 0.6, 0.4], [0.4, 0.4, 0.9], [-0.1, -0.7, 0.7], [-0.2, 0.1, 0.0], [-1.1, -0.5, 0.5], [0.0, 0.3, 0.1], [1.2, -0.3, -0.1], [-0.1, -0.7, -0.2]], "multiplicity": 1, "lumo_energy_ev": [-4.6, -4.6], "total_charge": 1, "e_homo_ev": [-12.8533, -12.8526], "homo_lumo_gap_ha": [0.3026, 0.3026]}

Entry 7:
{"formula": "C4H13N4", "method": "wB97M-V/def2-TZVPD", "elements": ["C", "C", "C", "C", "N", "N", "N", "N", "H", "H", "H", "H", "H", "H", "H", "H", "H", "H", "H", "H", "H"], "coordinates": [[0.0748, -0.0093, -1.7002], [0.7215, -0.1074, 0.3676], [-1.0876, -1.8808, 0.3324], [0.1371, -1.3552, 1.0585], [-0.3908, 0.9227, 0.2812], [2.0188, 0.2891, 0.5079], [-0.2797, 2.1643, 0.8086], [-0.7490, 1.0906, -1.1191], [0.8975, 0.3039, -2.3512], [-0.4766, -0.8551, -2.1919], [-0.8624, -2.4669, -0.4702], [-1.6322, -1.0287, -0.1854], [-1.7614, -2.4577, 1.0104], [0.8480, -2.1082, 1.1961], [-0.1715, -0.9440, 1.9862], [2.6753, -0.3486, 0.9520], [2.4067, 1.0367, -0.0622], [0.6762, 2.3981, 0.8195], [-0.6682, 2.3568, 1.6621], [-0.5427, 2.0706, -1.5680], [-1.8338, 0.9293, -1.3342]], "forces_ev_per_angstrom": [[1.1, -1.9, 1.0], [-1.4, -0.4, -4.2], [-1.8, 2.0, 1.3], [-0.3, 2.0, -1.5], [-1.3, 0.8, -0.1], [-0.8, -0.1, 0.5], [1.4, 0.3, -1.7], [-1.4, -0.2, -2.2], [-0.4, 0.4, 0.3], [0.3, 1.1, 0.7], [1.0, -2.0, -2.0], [0.1, -1.1, 1.3], [0.5, 0.7, -0.5], [1.3, -1.1, 0.3], [-0.3, 0.1, 1.3], [-0.3, 0.3, -0.2], [-0.1, -0.4, 0.3], [1.3, 1.0, 0.2], [-1.6, -0.1, 2.5], [-0.2, -1.9, 1.6], [2.7, 0.4, 1.1]], "multiplicity": 1, "lumo_energy_ev": -3.3, "total_charge": 1, "e_homo_ev": -12.6410, "homo_lumo_gap_ha": 0.3423}

Entry 8:
{"formula": "C4H13N4", "method": "wB97M-V/def2-TZVPD", "elements": ["C", "C", "C", "C", "N", "N", "N", "N", "H", "H", "H", "H", "H", "H", "H", "H", "H", "H", "H", "H", "H"], "coordinates": [[1.7754, 0.9800, -0.6740], [-0.5579, -0.6019, -1.2111], [1.2913, 2.8451, 0.7532], [-1.5753, -1.8908, 1.8565], [-1.1551, -1.3885, -0.3844], [0.9738, 1.5850, 0.1447], [0.1270, -1.0290, -2.2798], [-1.8786, -1.0482, 0.7012], [1.6825, -0.0288, -1.0647], [2.7494, 1.5308, -1.1255], [-0.5957, 0.4859, -0.8711], [0.4371, 3.4745, 0.3158], [1.0176, 2.8348, 1.7869], [2.2627, 3.3205, 0.4396], [-1.9320, -1.3515, 2.7734], [-2.0476, -2.8722, 1.9676], [-0.4380, -1.9889, 2.0224], [-1.0804, -2.3619, -0.6915], [0.1028, -1.9910, -2.3922], [0.3413, -0.5206, -3.0747], [-1.5005, 0.0166, 1.0076]], "forces_ev_per_angstrom": [[1.9, 3.4, 0.4], [-0.3, 2.9, 0.6], [-1.5, 1.8, -2.7], [1.8, 0.4, 2.4], [1.9, -1.7, -2.8], [1.6, -3.0, -1.1], [-1.2, -0.2, 2.4], [0.1, 3.9, 2.8], [-0.5, 0.3, 0.3], [-1.9, -1.1, 1.3], [0.3, -1.3, -1.0], [1.3, -0.1, 0.6], [0.6, -0.2, 0.8], [-0.8, -0.7, 0.7], [0.2, -0.3, -1.0], [-0.1, 0.2, -1.0], [-1.6, -0.1, -0.4], [-0.8, -0.1, 1.0], [0.2, -2.1, -0.7], [0.4, 1.6, -1.4], [-1.4, -3.6, -1.2]], "multiplicity": 1, "lumo_energy_ev": -3.2, "total_charge": 1, "e_homo_ev": -13.3786, "homo_lumo_gap_ha": 0.3733}

Entry 9:
{"formula": "C4H13N4O", "method": "wB97M-V/def2-TZVPD", "elements": ["C", "C", "O", "N", "H", "H", "H", "H", "H", "C", "C", "N", "N", "N", "H", "H", "H", "H", "H", "H", "H", "H"], "coordinates": [[-0.6891, -1.5785, -2.7402], [-1.0121, -0.2033, -2.2154], [-1.0526, 0.0312, -1.0098], [-1.3457, 0.7439, -3.1192], [-1.3371, -1.9142, -3.5487], [-0.8597, -2.2026, -1.8692], [-1.7939, 1.5741, -2.7739], [-1.4756, 0.5443, -4.0950], [0.2787, -1.5539, -3.2434], [2.3860, 0.9597, 2.1623], [0.0819, 0.0477, 1.8054], [-0.6918, -0.9105, 1.3574], [1.4130, -0.0974, 1.8644], [-0.4615, 1.1948, 2.2390], [-0.3303, -1.6884, 0.8365], [-1.6885, -0.8392, 1.4439], [1.7982, -0.8380, 1.3006], [0.0705, 1.7722, 2.8626], [-1.3731, 1.4912, 1.9408], [2.8652, 1.3654, 1.2741], [3.1855, 0.4038, 2.6589], [2.0321, 1.6977, 2.8687]], "forces_ev_per_angstrom": [[-0.2, 0.5, -0.3], [-1.0, 0.3, -0.3], [0.3, 0.0, -0.5], [0.0, 0.1, 0.0], [-0.4, 0.2, 0.1], [0.7, -0.5, -0.3], [0.1, 0.2, 0.1], [0.1, -0.2, 0.0], [0.4, -0.4, 0.7], [0.8, -1.3, 0.3], [0.4, 0.8, 0.1], [0.0, -0.6, 0.6], [-0.3, 0.3, -0.5], [0.2, -0.3, 0.2], [0.0, 0.1, -0.1], [-0.1, 0.1, -0.2], [-0.1, -0.3, 0.3], [-0.2, 0.3, -0.1], [-0.1, -0.1, 0.1], [-0.5, 0.4, -0.1], [0.0, 0.4, 0.2], [-0.1, 0.2, -0.2]], "multiplicity": 1, "lumo_energy_ev": -2.6, "total_charge": 1, "e_homo_ev": -13.1697, "homo_lumo_gap_ha": 0.3883}

Entry 10:
{"formula": "C4H13N4OP", "method": "wB97M-V/def2-TZVPD", "elements": ["C", "C", "C", "C", "O", "P", "N", "N", "H", "H", "H", "H", "H", "H", "H", "H", "H", "H", "H", "H", "N", "N", "H"], "coordinates": [[-2.1147, 0.5800, -1.4363], [-1.4924, 0.3757, -0.0618], [-1.6382, -1.0154, 0.4896], [-2.1158, 1.3800, 0.9370], [-0.1652, 0.8095, -0.0455], [1.1391, 0.2916, -0.8351], [2.1795, 1.0271, 0.0777], [3.5571, 1.3992, -0.1210], [-1.9183, 1.4889, -1.8614], [-1.8237, -0.1279, -2.1255], [-3.2863, 0.4523, -1.3547], [-2.4977, -1.5799, 0.0447], [-1.7789, -0.9553, 1.5940], [-0.6138, -1.4722, 0.2763], [-3.0658, 1.0460, 1.0780], [-1.7990, 1.3912, 1.9421], [-2.0960, 2.4202, 0.4729], [3.8794, 1.8735, 0.7287], [4.1346, 0.5188, -0.2874], [2.5112, -2.9210, 1.4017], [3.1552, -2.7063, 0.5980], [2.5716, -2.1847, -0.3613], [3.2780, -2.0914, -1.1508]], "forces_ev_per_angstrom": [[-3.6, -1.5, 2.3], [-1.1, 1.7, 1.0], [0.9, -1.1, 0.2], [0.8, 1.6, -2.5], [1.2, 0.1, -0.1], [0.9, 0.8, 0.4], [1.1, 0.7, -0.4], [-0.5, -2.2, -0.2], [0.5, 2.6, -0.7], [0.9, -1.9, -1.4], [2.2, 0.4, -0.1], [0.9, 0.4, 0.3], [0.2, -0.3, -0.8], [-1.6, -0.3, 0.3], [-3.4, -0.5, -0.1], [1.6, -0.1, 0.9], [-0.1, -1.3, 0.8], [-0.3, -0.6, -0.4], [-0.8, 1.7, 0.4], [0.0, 0.7, -0.9], [0.3, -0.2, -0.2], [0.4, -0.9, 0.2], [-0.6, 0.1, 1.0]], "smiles": "CC(C)(C)O/P=N/N.[H]/N=N/[H]", "multiplicity": 1, "lumo_energy_ev": 0.5, "e_homo_ev": -8.0960, "homo_lumo_gap_ha": 0.3150}

Energy relative to the best compared isomer or geometry (same formula, charge and spin) values (in eV) by entry order: 2.626 1.041 6.047 2.654 6.933 5.870 6.016 4.637 0.915 0.412.
DFT total energy values (in eV) by entry order: -10875.0517 -10876.6364 -10871.6309 -10853.6530 -10307.1558 -10308.2188 -10308.0721 -10309.4513 -12361.9733 -21651.6108.